68
Properties=species:S:1:pos:R:3:mulliken_charge:R:1 method="wB97M-V/def2-TZVPD" e_above_lowest_kcal_mol=13.5 orbital_gap_ev=6.6588
Pt -0.4653 0.0730 0.4424 1.34
C -2.0715 -4.4542 0.4437 -1.71
C -1.5366 -3.2063 -0.2500 1.19
C -1.6748 -3.2968 -1.7691 -1.77
C -0.0931 -2.9549 0.1981 -0.29
C 0.9158 -3.9031 -0.4520 -0.74
O 1.6573 -3.0606 -1.3601 -0.46
C 1.3239 -1.7905 -1.1141 1.19
N 0.4201 -1.6291 -0.2132 -0.26
C 2.0990 -0.8169 -1.9170 0.61
C 3.0520 -1.3638 -2.7820 -0.95
C 3.7594 -0.5695 -3.6660 -0.73
C 3.5012 0.7905 -3.7251 -0.86
C 2.5746 1.3424 -2.8574 -1.01
C 1.8939 0.5648 -1.9263 0.90
P 0.8256 1.4129 -0.7217 0.81
C 1.9733 2.3680 0.3095 0.46
C 2.0012 2.0669 1.6700 -0.14
C 2.8732 2.7336 2.5184 -0.75
C 3.7187 3.7104 2.0184 -0.55
C 3.6982 4.0167 0.6640 -0.91
C 2.8327 3.3496 -0.1864 -0.12
C -0.1747 2.5361 -1.7266 0.65
C -0.0384 3.9184 -1.7164 -0.20
C -0.8418 4.6977 -2.5384 -0.69
C -1.7851 4.1011 -3.3598 -0.55
C -1.9403 2.7206 -3.3521 -0.71
C -1.1418 1.9397 -2.5349 -0.78
H -3.0989 -4.6470 0.1341 0.43
H -2.0670 -4.3319 1.5287 0.39
H -1.4820 -5.3433 0.1955 0.33
H -2.1231 -2.3572 0.0819 0.23
H -1.3135 -4.2461 -2.1738 0.36
H -1.1414 -2.4851 -2.2719 0.28
H -2.7260 -3.2092 -2.0442 0.47
H -0.0206 -2.9994 1.2864 0.47
H 0.4472 -4.6815 -1.0480 0.38
H 1.6168 -4.3525 0.2491 0.25
H 3.2246 -2.4284 -2.7695 0.49
H 4.4920 -1.0182 -4.3230 0.41
H 4.0150 1.4186 -4.4407 0.44
H 2.3608 2.4011 -2.9183 0.38
H 1.3268 1.3200 2.0670 -0.03
H 2.8796 2.4927 3.5731 0.46
H 4.3922 4.2370 2.6820 0.39
H 4.3575 4.7776 0.2676 0.42
H 2.8463 3.5972 -1.2386 0.26
H 0.6532 4.3982 -1.0380 0.54
H -0.7399 5.7747 -2.5200 0.43
H -2.4160 4.7119 -3.9921 0.39
H -2.6951 2.2533 -3.9706 0.44
H -1.2776 0.8642 -2.5106 0.33
Cl -3.3413 -2.8047 6.8067 -0.25
C -2.9246 -2.2009 5.2286 0.42
C -1.6215 -1.8525 4.9496 -0.95
C -1.2967 -1.3881 3.6847 0.73
Cl 0.3774 -0.9446 3.4290 -0.25
C -2.2384 -1.2527 2.6426 -0.20
O -2.0241 -0.8710 1.4165 -1.15
C -3.5571 -1.6147 3.0084 0.72
Cl -4.7856 -1.4779 1.7951 -0.24
C -3.9031 -2.0803 4.2575 -0.78
H -0.8550 -1.9335 5.7066 0.44
H -4.9295 -2.3418 4.4715 0.45
O -2.2929 3.4998 1.8877 -0.63
N -1.9927 2.3262 1.9634 0.64
O -2.3752 1.5564 2.8103 -0.50
O -1.1074 1.9371 1.0398 -0.38

19
Properties=species:S:1:pos:R:3:mulliken_charge:R:1 method="wB97M-V/def2-TZVPD" e_above_lowest_kcal_mol=32.5 orbital_gap_ev=10.1661 smiles=NCCNCO.O
N -1.7069 0.0444 -1.5480 -0.53
C -0.2259 0.0540 -1.7459 -0.55
C 0.3947 0.8649 -0.5565 -0.67
N 0.0936 0.1985 0.7117 -0.19
C 0.5605 0.9832 1.8516 -0.40
O 0.4295 0.2827 3.0443 -0.54
H -2.0036 -0.8673 -1.8739 0.22
H -2.1335 0.7056 -2.1889 0.23
H 0.1285 0.5776 -2.6273 0.36
H 0.0338 -0.9974 -1.6029 0.25
H 1.4771 0.8514 -0.7233 0.37
H -0.0370 1.8740 -0.6539 0.37
H -0.8701 -0.0946 0.8107 0.24
H 1.6074 1.2677 1.6517 0.30
H -0.0856 1.8516 2.0404 0.27
H 0.8485 -0.5892 3.0377 0.30
O 0.7750 -2.6840 0.1992 -0.71
H -0.1194 -2.6118 -0.1301 0.31
H 0.8335 -1.7111 0.3034 0.36

196
Properties=species:S:1:pos:R:3:mulliken_charge:R:1 method="wB97M-V/def2-TZVPD" total_charge=-1 orbital_gap_ev="3.1800 / 2.8601" multiplicity=3
Pd 15.0961 19.0623 -6.1242 0.06
C 24.6505 23.6223 -9.4650 -1.85
C 24.3170 25.0597 -9.0704 1.64
C 23.5522 24.9296 -7.7232 -1.21
C 23.4019 26.2002 -6.8985 -0.66
C 24.7984 26.8065 -6.6761 -1.35
C 25.4982 27.1742 -8.0030 1.64
N 25.5458 25.9180 -8.8352 0.46
O 26.4008 25.9735 -10.0267 -0.51
C 26.8889 27.5320 -7.5559 -1.86
C 24.8377 28.3816 -8.7145 -1.58
C 23.3711 25.6202 -10.1592 -1.76
H 25.2445 23.1192 -8.7020 0.42
H 25.2582 23.5910 -10.3693 0.43
H 23.7733 22.9958 -9.6271 0.39
H 24.0876 24.2358 -7.0750 0.35
H 22.5084 24.6424 -7.8498 0.44
H 22.8671 26.0504 -5.9606 0.42
H 22.7220 26.8094 -7.4942 0.26
H 25.4239 26.1502 -6.0711 0.42
H 24.6496 27.6672 -6.0241 0.46
H 26.7788 28.4486 -6.9763 0.41
H 27.5811 27.7135 -8.3781 0.38
H 27.3235 26.7488 -6.9348 0.44
H 24.9538 29.3291 -8.1883 0.40
H 23.7750 28.1818 -8.8519 0.25
H 25.3527 28.4412 -9.6733 0.39
H 22.8002 26.4688 -9.7822 0.27
H 22.6573 24.8232 -10.3679 0.50
H 23.8816 25.9177 -11.0751 0.40
C 25.3790 26.3485 -17.9884 -1.54
C 24.8007 25.9898 -16.5558 1.39
C 23.2958 25.5764 -16.7790 -1.17
C 23.0879 24.2185 -17.4200 -0.77
C 23.9600 23.0862 -16.7974 -1.20
C 25.4279 23.4544 -16.4817 1.50
N 25.4990 24.8272 -15.8511 0.48
O 26.7569 25.1710 -15.2772 -0.49
C 26.1995 23.2555 -17.8084 -1.64
C 25.8239 22.3538 -15.4655 -1.78
C 24.7778 27.2771 -15.6656 -1.58
H 25.0868 27.3029 -18.4265 0.39
H 24.9773 25.6431 -18.7158 0.30
H 26.4588 26.2110 -18.0456 0.32
H 22.7368 26.3308 -17.3326 0.40
H 22.7619 25.5692 -15.8288 0.45
H 23.2254 24.2502 -18.5008 0.32
H 22.0711 23.8482 -17.2897 0.42
H 24.0266 22.2382 -17.4790 0.39
H 23.4650 22.8099 -15.8664 0.45
H 25.6856 23.7219 -18.6490 0.36
H 26.2186 22.1954 -18.0613 0.44
H 27.2287 23.6092 -17.7466 0.32
H 25.2236 22.4075 -14.5573 0.45
H 26.8442 22.4752 -15.1017 0.39
H 25.6884 21.3279 -15.8080 0.34
H 25.7712 27.7215 -15.6055 0.38
H 24.4575 27.0875 -14.6410 0.28
H 24.0526 27.9547 -16.1161 0.40
C 18.3633 22.3923 -9.5138 -1.83
C 17.1334 22.4351 -10.3810 1.73
C 17.6308 23.0756 -11.7264 -1.20
C 18.4735 22.2136 -12.6315 -0.76
C 17.8408 20.7476 -12.7675 -1.33
C 17.5037 20.0561 -11.4423 1.90
N 16.6773 21.0412 -10.6351 0.56
O 16.0253 20.4676 -9.4593 -0.80
C 18.8045 19.4814 -10.7730 -1.83
C 16.6276 18.8222 -11.8698 -1.83
C 16.0290 23.3773 -9.8240 -1.84
H 18.2306 21.7406 -8.6503 0.34
H 18.5638 23.3784 -9.0950 0.47
H 19.3188 22.0917 -9.9437 0.24
H 18.2361 23.9288 -11.4204 0.42
H 16.7738 23.4204 -12.3048 0.40
H 19.4783 22.0871 -12.2283 0.24
H 18.5233 22.6082 -13.6463 0.38
H 18.5827 20.0994 -13.2340 0.39
H 17.0087 20.8670 -13.4614 0.46
H 19.6638 20.1174 -10.9860 0.26
H 19.0218 18.4796 -11.1433 0.40
H 18.6856 19.3873 -9.6936 0.32
H 15.6370 19.1200 -12.2133 0.22
H 16.4902 18.0969 -11.0678 0.32
H 17.0580 18.3422 -12.7487 0.38
H 15.0610 23.3604 -10.3248 0.29
H 16.3701 24.4114 -9.8734 0.37
H 15.7335 23.1069 -8.8103 0.36
C 17.9209 15.8678 -6.9576 -0.69
O 16.5963 16.3128 -7.1680 -0.35
H 18.0668 14.7913 -7.0467 0.29
H 18.7567 16.2770 -7.5251 0.25
H 18.2828 16.1031 -5.9567 0.27
H 16.3017 15.7682 -7.9015 0.23
C 22.0375 19.9492 -5.8084 -0.44
O 21.0738 19.3371 -4.9753 -0.48
H 21.5564 20.3659 -6.6933 0.15
H 22.5740 20.7322 -5.2726 0.24
H 22.7308 19.2085 -6.2069 0.26
H 21.4742 18.6467 -4.4418 0.28
C 19.9495 14.1160 -14.1421 -0.50
O 20.1565 14.2291 -15.4576 -0.47
H 19.4101 13.2167 -13.8447 0.31
H 20.9147 14.0457 -13.6407 0.19
H 19.4331 15.0066 -13.7838 0.19
H 19.4564 13.7948 -15.9505 0.29
C 12.4376 21.6566 -12.7546 -0.57
O 12.4023 20.7110 -11.7093 -0.52
H 12.2265 22.6617 -12.3895 0.25
H 13.3785 21.6634 -13.3049 0.18
H 11.6646 21.3714 -13.4682 0.29
H 13.2752 20.6728 -11.3118 0.35
C 17.0203 28.0814 -15.8520 -0.47
O 16.0450 27.6371 -16.7381 -0.51
H 16.9811 27.5878 -14.8810 0.20
H 17.9574 27.8378 -16.3528 0.24
H 17.0882 29.1429 -15.6140 0.25
H 16.2567 27.9328 -17.6265 0.30
C 16.0108 23.0972 -18.1481 -0.53
O 14.9012 23.8294 -17.7832 -0.49
H 16.6181 23.5919 -18.9061 0.27
H 16.6756 22.8020 -17.3363 0.20
H 15.8051 22.1482 -18.6433 0.25
H 15.2313 24.6977 -17.5408 0.31
C 23.6022 17.5759 -10.3148 -0.55
O 23.3897 16.2878 -10.8159 -0.50
H 22.7997 18.0182 -9.7244 0.23
H 24.5450 17.5484 -9.7685 0.30
H 23.6940 18.3807 -11.0442 0.23
H 23.1164 15.7268 -10.0864 0.30
C 12.1028 17.1029 -8.2856 -0.52
O 12.3791 17.6389 -7.0316 -0.43
H 13.0235 17.0645 -8.8679 0.20
H 11.8053 16.0728 -8.0894 0.28
H 11.3226 17.6404 -8.8245 0.22
H 11.5658 17.7331 -6.5302 0.24
C 17.5180 22.0199 -3.9959 -0.60
O 17.4508 20.8583 -4.8017 -0.37
H 18.2628 22.7210 -4.3726 0.24
H 16.5654 22.5402 -3.8964 0.21
H 17.8670 21.8161 -2.9836 0.29
H 18.3411 20.5215 -4.6770 0.21
C 17.5916 27.0650 -5.4038 -0.41
O 18.1748 27.8590 -4.4517 -0.52
H 17.2973 27.6104 -6.3005 0.22
H 18.3243 26.3426 -5.7635 0.19
H 16.7867 26.4841 -4.9536 0.22
H 18.2896 27.3415 -3.6513 0.30
C 14.4714 13.4503 -11.8571 -0.54
O 15.1510 13.5126 -10.5809 -0.47
H 14.7652 12.6916 -12.5825 0.28
H 13.4035 13.3219 -11.6801 0.23
H 14.5528 14.3787 -12.4224 0.21
H 15.8912 12.9028 -10.6237 0.29
C 15.4014 29.1301 -11.1739 -0.48
O 16.0084 29.9923 -10.1934 -0.51
H 15.2534 29.6816 -12.1024 0.23
H 16.0572 28.2670 -11.2884 0.20
H 14.4995 28.6484 -10.7961 0.27
H 16.6966 30.4774 -10.6545 0.29
C 12.5194 21.9834 -4.2677 -0.69
O 13.1420 21.5347 -5.4210 -0.35
H 12.9129 22.9915 -4.1370 0.27
H 11.4326 22.0615 -4.2964 0.28
H 12.7657 21.4644 -3.3413 0.24
H 12.6889 22.0465 -6.0950 0.25
C 14.2326 17.5583 -16.9147 -0.39
O 13.1444 17.7980 -17.7934 -0.52
H 14.1548 18.1001 -15.9721 0.20
H 14.2905 16.5007 -16.6572 0.22
H 15.1722 17.7942 -17.4144 0.18
H 12.8382 18.6957 -17.6449 0.31
C 19.4179 19.0201 -18.7736 -0.50
O 20.7749 19.3376 -19.0467 -0.52
H 18.8309 19.6960 -19.3955 0.23
H 19.1989 18.0488 -19.2170 0.28
H 19.1847 19.0188 -17.7088 0.20
H 21.3227 18.7276 -18.5473 0.29
C 22.6604 17.5119 -15.7518 -0.51
O 22.6804 16.6414 -16.8800 -0.53
H 21.6724 17.6731 -15.3204 0.24
H 23.2280 16.9510 -15.0093 0.31
H 23.0466 18.5066 -15.9745 0.19
H 22.1186 15.9005 -16.6413 0.30
C 19.9616 29.6274 -11.5717 -0.55
O 19.5572 30.9610 -11.5448 -0.51
H 19.2760 29.0003 -12.1416 0.21
H 20.9850 29.5464 -11.9381 0.34
H 19.9904 29.1630 -10.5860 0.21
H 19.9164 31.3640 -12.3387 0.31
C 9.2145 21.7284 -8.6379 -0.57
O 10.5944 21.9862 -8.4280 -0.45
H 9.0783 20.6513 -8.7343 0.22
H 8.5495 22.1107 -7.8635 0.25
H 8.8693 22.1708 -9.5724 0.25
H 11.0456 21.6471 -9.2045 0.29